The following is a quantum chemistry calculation of a molecular structure, C69H54ClO5P2S2Tl, from the Open Molecules 2025 dataset.

Last column: Mulliken charge in e.
Atoms and positions in Å:
1 Tl -0.20653 1.59222 -0.27725  1.49
2 Cl -2.72646 8.92976 1.63592  -0.25
3 S -0.73982 0.20120 -3.70325  -0.22
4 S 0.70294 -0.98318 2.30870  1.45
5 P 2.81585 -0.45350 0.19225  1.87
6 P -1.27959 -2.12406 0.25074  1.43
7 O 0.67260 0.50172 2.08388  -0.81
8 O -2.20114 3.37787 -0.66442  -0.72
9 O -2.79438 1.36737 0.10324  -0.84
10 O 0.34240 0.05642 -2.68080  0.49
11 O -5.08629 3.72826 0.28832  -0.65
12 C -4.45293 4.92655 0.50647  0.13
13 C -1.64576 4.66257 -3.82110  -0.54
14 C -3.36117 7.36978 1.19737  0.27
15 C -0.08765 2.87014 -3.46203  -0.53
16 C -4.97141 -1.57655 -1.35006  -0.71
17 C -3.82400 -4.09176 2.86519  -1.38
18 C -0.04253 -0.18993 -7.67303  -0.63
19 C 5.47681 -0.76893 6.10949  -0.86
20 C 2.13384 -1.16608 3.43251  -0.01
21 C -4.51453 5.97949 -0.40347  1.24
22 C 3.21646 3.44259 -1.05357  -1.12
23 C -2.76089 -2.40362 -0.82223  0.49
24 C -2.61014 -2.48609 4.13742  1.05
25 C 4.73231 -3.98355 -0.40091  -0.59
26 C -2.87474 -3.32457 -1.85892  -0.18
27 C -2.02658 -2.76333 1.82008  -0.29
28 C -3.84083 5.10398 1.74076  -0.29
29 C -0.17840 -3.51945 -0.21298  0.72
30 C 2.04569 -1.76252 4.66559  -0.37
31 C -1.68293 -0.86888 5.63433  -1.39
32 C 3.86709 -2.97228 -0.01310  -0.50
33 C -3.63806 -3.44297 4.05038  0.31
34 C 6.00954 -2.39003 -1.66192  -0.74
35 C 3.12873 0.92590 -2.22179  -0.94
36 C 1.33181 -0.01341 -7.76512  -0.60
37 C -3.94894 7.19810 -0.04185  -0.74
38 C 3.37652 -0.56897 3.01306  -1.80
39 C 1.43256 -5.63605 -1.06169  -0.75
40 C 5.80247 -3.69379 -1.23433  -0.73
41 C 0.99660 -5.57578 0.25298  -0.60
42 C -4.34368 -3.53755 5.38102  -0.86
43 C 3.10919 2.31059 -0.25865  -0.19
44 C 0.19148 -4.52555 0.67586  -0.70
45 C -3.03398 -3.70778 1.76351  0.29
46 C 5.14953 -1.37609 -1.26438  -0.03
47 C -0.37959 4.22422 -3.45606  -0.56
48 C -1.72561 -2.17173 3.08418  -1.52
49 C 1.46841 0.27537 -5.38192  0.02
50 C 4.35750 -0.48766 4.02418  1.47
51 C 4.99402 0.56176 1.60745  0.10
52 C 4.06128 -1.65998 -0.44390  0.64
53 C -2.60122 -1.85034 5.39427  0.53
54 C 4.22554 -1.04600 5.31345  0.33
55 C -2.62250 3.75271 -4.19362  -0.61
56 C -3.82198 -1.52683 -0.57836  -0.54
57 C -3.29949 6.32398 2.10207  -0.73
58 C 6.39083 0.03597 5.15037  -0.67
59 C 3.30443 3.31721 -2.43255  -0.28
60 C 3.76833 -0.05950 1.73141  0.32
61 C -0.66485 -0.12937 -6.43534  -0.61
62 C -0.70584 -0.61937 4.65325  0.11
63 C -5.19543 5.85157 -1.73854  -1.55
64 C -0.67199 -1.27645 3.44605  -0.82
65 C -1.08005 1.96997 -3.81709  0.47
66 C 1.11334 -4.60957 -1.94024  -0.63
67 C 0.09793 0.11216 -5.30297  0.27
68 C 5.90763 0.71261 2.66571  -1.29
69 C 5.60155 0.15122 3.86974  -0.08
70 C -3.72972 -2.39597 6.23314  -0.91
71 C 3.08655 -1.72451 5.61813  -1.36
72 C -2.34607 2.39382 -4.18327  -0.42
73 C 2.08626 0.21636 -6.62211  -0.72
74 C -3.04667 2.50413 -0.37763  0.65
75 C 0.32951 -3.54980 -1.51459  -0.62
76 C -4.02507 -3.36388 -2.63937  -0.75
77 C -4.51879 2.83980 -0.67410  -0.16
78 C 3.10604 1.03739 -0.83114  0.37
79 C -5.07361 -2.49267 -2.38880  -0.68
80 C 3.24375 2.05814 -3.01420  -1.51
81 H 6.84388 1.23210 2.50027  0.48
82 H 5.28725 0.93901 0.63615  0.45
83 H -0.15916 -4.49799 1.69985  0.32
84 H 3.01896 -3.19868 0.62594  0.15
85 H 0.06273 0.11424 4.85887  0.74
86 H -0.62654 -0.37459 -8.56506  0.41
87 H -3.80542 4.26269 2.42056  0.48
88 H 0.09383 -2.73240 -2.18776  0.57
89 H 3.28706 1.96802 -4.09323  0.48
90 H 1.48013 -4.63862 -2.95872  0.45
91 H 3.40849 4.19452 -3.05851  0.50
92 H 2.03920 -6.46869 -1.39439  0.40
93 H -5.13035 1.94261 -0.61626  0.03
94 H 1.81736 -0.06242 -8.73111  0.39
95 H -4.55787 3.26468 -1.68285  0.13
96 H 0.89313 2.50262 -3.18310  0.54
97 H -4.10127 -4.08969 -3.43979  0.44
98 H -1.88002 5.71870 -3.78737  0.39
99 H 3.02718 2.40865 0.81686  0.53
100 H -2.84265 6.46594 3.07151  0.42
101 H -3.73840 -0.78985 0.21419  0.37
102 H -5.78761 -0.89525 -1.14325  0.42
103 H -3.60647 4.10367 -4.47659  0.44
104 H -3.25184 -4.17164 0.81154  0.59
105 H -5.42399 -3.43765 5.27531  0.34
106 H -4.46587 -1.61313 6.42577  0.30
107 H 6.63567 1.01805 5.55759  0.30
108 H -4.15086 -4.51129 5.83623  0.28
109 H -1.67139 -0.31020 6.56197  0.45
110 H -3.37792 -2.75126 7.20229  0.34
111 H 3.05719 -0.05520 -2.67688  0.79
112 H 4.56122 -4.99859 -0.06577  0.50
113 H 5.24365 -0.20600 7.01451  0.29
114 H 0.37804 4.93673 -3.15642  0.44
115 H 3.15756 0.34929 -6.70158  0.47
116 H 2.03082 0.44589 -4.47140  0.10
117 H 5.94887 -1.70122 6.42319  0.29
118 H -5.89097 5.01456 -1.74709  0.39
119 H 6.84608 -2.16009 -2.31021  0.44
120 H 1.13249 -2.26325 4.94670  0.73
121 H 7.33442 -0.48243 4.97304  0.26
122 H -2.07678 -4.02615 -2.05757  0.44
123 H 3.23608 4.42358 -0.59589  0.46
124 H -3.10923 1.66740 -4.43923  0.46
125 H -4.45620 5.69829 -2.52789  0.10
126 H -3.98475 8.03009 -0.73434  0.44
127 H -5.75319 6.75966 -1.96762  0.50
128 H 6.47435 -4.48107 -1.55197  0.38
129 H 5.33095 -0.36331 -1.60124  0.33
130 H -5.96652 -2.52922 -3.00051  0.40
131 H 2.94427 -2.20153 6.58011  0.45
132 H 1.27441 -6.35356 0.95367  0.42
133 H -4.58775 -4.84914 2.73689  0.45
134 H -1.73777 -0.25987 -6.34915  0.43

The multiplicity is 1. The calculation puts the highest occupied orbital energy at -0.2746 hartree. Its total charge is 0. The molecular weight is 1329.104 g/mol.

=====

The following is a quantum chemistry calculation of 2 unconnected molecules or ions with the total composition C6H15N3OS at a distorted geometry, from the Open Molecules 2025 dataset.

Last column: Mulliken charge in e.
Atoms and positions in Å:
1 S -2.41448 -3.08061 0.22989  -0.33
2 O -0.66435 0.07896 -0.68570  -0.31
3 N -3.11941 2.43961 0.19661  -0.27
4 N -0.81424 1.93540 0.43770  0.01
5 N 1.25991 0.77607 0.24322  -0.17
6 C 2.74038 -0.41564 -1.24834  -1.17
7 C 2.87877 -0.94896 1.10654  -1.53
8 C 1.93210 -0.49659 -0.00195  0.46
9 C -2.04569 0.47147 -0.79893  -0.45
10 C -2.06126 1.73654 -0.03651  0.61
11 C 0.00476 0.95414 0.00475  0.56
12 H -2.79711 -0.19460 -0.43773  0.33
13 H -3.26077 -3.72105 -0.42590  0.18
14 H -2.24132 0.33366 -1.84079  0.38
15 H -0.44460 2.61228 0.99311  0.09
16 H 1.05815 -1.26147 -0.02848  0.23
17 H -3.20556 3.16779 0.89593  0.27
18 H -2.78248 -3.64806 1.30310  0.18
19 H 3.70889 -0.30962 1.29678  0.48
20 H 2.78661 -1.39729 -1.75084  0.36
21 H 3.26664 -1.86993 0.76243  0.41
22 H 2.32627 -1.12147 2.12713  0.36
23 H 1.82115 1.31170 0.93297  0.36
24 H 2.20866 0.29403 -1.92870  0.38
25 H 3.86627 0.00690 -1.07202  0.31
26 H -4.00729 2.34673 -0.27427  0.28

The multiplicity is 1. The calculation puts the highest occupied orbital energy at -0.5694 hartree. Its total charge is +2. The molecular weight is 177.273 g/mol.

=====

The following is a quantum chemistry calculation of a molecular structure, C39H31BrCo2N2O5P at a distorted geometry, from the Open Molecules 2025 dataset.

Last column: Mulliken charge in e.
Atoms and positions in Å:
1 Br 3.92087 4.28596 2.97561  -0.24
2 Co 1.11483 0.32528 -0.20719  0.11
3 Co 0.55689 -1.94484 -1.30599  0.35
4 P -1.45835 -1.54558 -0.88049  1.70
5 O 1.41692 -1.89863 1.61545  -0.56
6 O 0.99385 -4.57043 -0.19612  -0.51
7 O 0.73977 2.62287 -3.58207  -0.81
8 O 0.40060 3.07389 -0.77331  -0.68
9 O 0.28039 -2.53366 -4.15497  -0.48
10 N 1.89021 1.20698 1.12902  0.08
11 N 0.76119 4.37858 3.65844  0.01
12 C -3.40587 -5.12381 -1.44468  -0.83
13 C -2.72903 1.01525 -3.81668  -0.74
14 C -2.04226 -0.02983 -1.74101  0.84
15 C 5.29873 -0.19510 -1.02561  -0.65
16 C -3.42060 -0.22900 2.52496  -0.84
17 C -3.95618 -2.44133 -1.96683  -0.40
18 C 0.67862 1.18682 1.81325  -0.76
19 C 2.79171 2.19455 1.43424  -0.23
20 C 0.80958 -3.53861 -0.69582  -0.04
21 C -2.94144 2.22282 -3.14640  -0.77
22 C -4.87290 -3.43138 -2.34236  -0.71
23 C 0.97222 1.72608 -2.76654  0.20
24 C -1.66181 -1.73252 3.20665  -0.46
25 C -2.24642 -0.09538 -3.12560  -1.03
26 C 0.38773 -2.24812 -3.03922  0.60
27 C -2.04064 -1.30627 0.84560  0.44
28 C 0.29349 2.22700 2.64454  0.03
29 C -0.42037 4.27262 4.50200  -1.17
30 C -2.11783 1.21869 -1.10587  -1.10
31 C 0.67867 2.00757 -1.24284  0.03
32 C 6.36740 -1.08030 -1.21375  -0.74
33 C -2.72570 -2.78909 -1.39192  1.22
34 C -2.64395 -0.79563 3.53866  -0.69
35 C 4.98546 -2.92007 -0.46519  -1.26
36 C 2.46929 3.21952 2.32278  -0.68
37 C -1.41979 -2.03522 1.86679  -0.22
38 C 3.92567 -2.02681 -0.27049  0.19
39 C -2.59853 2.32913 -1.80027  -0.48
40 C 2.86133 0.25488 -0.76506  0.13
41 C -2.47850 -4.13930 -1.09893  -0.44
42 C 1.89799 -0.21404 -1.80203  0.88
43 C 4.03138 -0.67364 -0.60911  0.33
44 C 6.21014 -2.45166 -0.94131  -0.44
45 C 1.10879 5.76189 3.41135  -1.06
46 C 1.52757 0.42423 -2.97225  -1.81
47 C -4.60014 -4.77899 -2.08104  -0.56
48 C 1.15264 3.32146 2.87378  1.29
49 C 1.16282 -1.40549 0.56311  0.57
50 C -3.13847 -0.50119 1.18045  -0.49
51 H -0.35545 5.04874 5.27576  0.32
52 H -4.25069 0.43442 2.78080  0.41
53 H 3.77073 2.17260 0.96380  0.43
54 H -2.81296 -0.53433 4.58534  0.39
55 H -5.31697 -5.55211 -2.36059  0.36
56 H 3.01173 -2.44261 0.14621  0.81
57 H 1.62457 0.02743 -3.98572  0.41
58 H -1.55402 -4.42486 -0.59647  0.15
59 H -1.86282 1.31606 -0.04518  0.31
60 H -3.19105 -6.16593 -1.20687  0.42
61 H 2.00891 5.83785 2.80078  0.39
62 H 5.39826 0.86988 -1.25456  0.37
63 H -1.34299 4.45825 3.92652  0.37
64 H 7.04556 -3.13701 -1.08358  0.36
65 H 3.23693 1.27645 -0.91120  0.91
66 H 7.32530 -0.69490 -1.57522  0.35
67 H -0.75674 -2.86235 1.61888  0.34
68 H -4.21528 -1.39471 -2.13807  0.29
69 H -3.34428 3.08441 -3.68104  0.34
70 H -2.69989 3.28602 -1.28085  0.37
71 H -2.06007 -1.03325 -3.65462  0.44
72 H -0.48842 3.28591 4.97632  0.35
73 H -3.76670 -0.06463 0.40363  0.47
74 H -0.70609 2.18248 3.08873  0.44
75 H -1.08202 -2.23409 3.97942  0.44
76 H -2.94320 0.93116 -4.88209  0.41
77 H 4.83510 -3.97397 -0.21869  0.41
78 H 1.26633 6.24926 4.38343  0.30
79 H -0.00441 0.32327 1.72544  -0.18
80 H -5.80545 -3.14863 -2.83325  0.41
81 H 0.26815 6.27903 2.91720  0.30

The multiplicity is 1. The calculation puts the highest occupied orbital energy at -0.0981 hartree. Its total charge is -1. The molecular weight is 836.430 g/mol.

=====

The following is a quantum chemistry calculation of a molecular structure, BrF4NP2S at a distorted geometry, from the Open Molecules 2025 dataset.

Last column: Mulliken charge in e.
Atoms and positions in Å:
1 Br -3.05840 0.34801 0.25772  0.03
2 S -2.16808 -1.18695 -0.77675  -0.05
3 P -0.25277 -1.00030 0.11068  0.88
4 P -0.20376 1.70941 0.09489  0.46
5 F 0.18456 1.15124 -1.45408  -0.31
6 F 1.17030 2.47722 0.48550  -0.24
7 F -0.19616 -2.32866 1.02458  -0.23
8 F 0.84060 -1.52002 -0.93212  -0.23
9 N 0.15395 0.27195 0.90450  -0.31

The multiplicity is 1. The calculation puts the highest occupied orbital energy at -0.3715 hartree. Its total charge is 0. The molecular weight is 263.918 g/mol.

=====

One value per record, in order, for gap between HOMO and LUMO: 0.279 0.247 0.174 0.339 Ha.
One value per record, in order, for DFT total energy: -5149.74980 -874.65070 -7671.17637 -4109.28795 a.u..